(1)
Here is a molecular structure, C43H77AlBCl5FKN3O16S2 from the Open Molecules 2025 dataset. Energies are from the ωB97M-V functional and the def2-TZVPD basis.

Positions of all 150 atoms, in Å:
C (-0.661, 4.235, 2.186)
C (-0.814, 4.087, 0.729)
C (-0.929, 2.621, 0.337)
C (-1.003, 2.361, -1.173)
C (0.112, 3.133, -1.875)
C (-1.040, 0.858, -1.565)
C (-0.282, -0.142, -0.619)
C (1.061, -0.729, -1.122)
C (2.208, 0.278, -1.124)
C (3.494, -0.413, -1.642)
S (4.833, -0.101, -0.479)
C (5.751, -1.626, -0.431)
S (5.017, -3.070, -0.490)
N (7.150, -1.395, -0.318)
C (7.828, -1.893, -1.546)
C (9.296, -2.267, -1.370)
C (7.635, -2.049, 0.932)
C (8.719, -1.212, 1.624)
C (-1.176, -1.331, -0.583)
N (-2.285, -1.154, -1.178)
C (-2.450, 0.238, -1.666)
C (-3.455, 0.838, -0.632)
C (-4.830, 0.181, -0.667)
C (-5.626, 0.329, 0.633)
C (-6.973, -0.393, 0.420)
C (-7.436, -1.250, 1.608)
C (-8.045, -2.526, 1.023)
O (-9.289, -2.975, 1.628)
C (-9.041, -4.031, 2.489)
C (-8.748, -3.643, 3.918)
O (-9.022, -5.155, 2.086)
C (-3.199, 0.233, -3.026)
C (-2.398, 0.142, -4.323)
C (-1.861, 1.480, -4.809)
Cl (-1.133, -1.129, -4.259)
H (-1.456, 3.765, 2.762)
H (0.369, 3.623, 2.429)
H (-0.493, 5.254, 2.534)
H (-1.759, 4.683, 0.371)
H (0.048, 4.568, 0.270)
H (-1.831, 2.238, 0.813)
H (-0.079, 2.113, 0.809)
H (-1.923, 2.816, -1.551)
H (1.092, 2.954, -1.425)
H (-0.091, 4.196, -1.752)
H (0.149, 2.946, -2.949)
H (-0.468, 0.804, -2.490)
H (-0.152, 0.187, 0.413)
H (0.927, -1.176, -2.110)
H (1.323, -1.522, -0.415)
H (1.966, 1.129, -1.756)
H (2.363, 0.580, -0.088)
H (3.325, -1.488, -1.662)
H (3.749, -0.106, -2.655)
H (7.294, -2.729, -2.005)
H (7.791, -1.075, -2.273)
H (9.383, -3.244, -0.897)
H (9.717, -2.376, -2.370)
H (9.875, -1.521, -0.834)
H (6.786, -2.078, 1.611)
H (7.931, -3.091, 0.793)
H (9.428, -1.824, 2.177)
H (8.232, -0.508, 2.303)
H (9.227, -0.593, 0.896)
H (-0.878, -2.272, -0.138)
H (-2.970, -1.900, -1.259)
H (-3.015, 0.717, 0.359)
H (-3.576, 1.905, -0.819)
H (-4.784, -0.892, -0.879)
H (-5.433, 0.622, -1.464)
H (-5.089, -0.120, 1.468)
H (-5.814, 1.391, 0.807)
H (-6.792, -1.093, -0.400)
H (-7.749, 0.289, 0.075)
H (-6.595, -1.526, 2.242)
H (-8.188, -0.714, 2.188)
H (-7.317, -3.332, 1.134)
H (-8.269, -2.397, -0.033)
H (-9.427, -4.179, 4.576)
H (-8.837, -2.568, 4.049)
H (-7.714, -3.917, 4.126)
H (-3.870, 1.089, -3.066)
H (-3.843, -0.650, -3.005)
H (-3.095, -0.199, -5.087)
H (-2.704, 2.079, -5.153)
H (-1.195, 1.318, -5.656)
H (-1.325, 2.034, -4.043)
C (4.369, -1.370, 4.650)
Cl (3.893, 0.050, 5.604)
Cl (4.470, -1.003, 2.943)
H (5.347, -1.708, 4.998)
H (3.616, -2.135, 4.779)
B (-0.167, -2.094, 4.504)
O (-0.363, -1.518, 5.859)
C (0.619, -1.894, 6.651)
O (0.804, -1.606, 7.796)
C (1.560, -2.776, 5.821)
O (2.609, -3.285, 6.212)
O (1.115, -2.883, 4.623)
O (-1.273, -2.944, 4.097)
C (-1.772, -2.484, 2.946)
O (-2.681, -2.946, 2.333)
C (-0.941, -1.252, 2.542)
O (-1.087, -0.589, 1.554)
O (-0.018, -1.063, 3.477)
C (0.424, 9.139, -1.193)
O (1.563, 9.097, -2.100)
C (2.027, 7.862, -2.274)
O (1.624, 6.854, -1.793)
O (3.074, 7.946, -3.147)
C (3.697, 6.691, -3.474)
H (0.139, 10.183, -1.123)
H (-0.398, 8.553, -1.595)
H (0.718, 8.768, -0.216)
H (2.981, 6.021, -3.944)
H (4.113, 6.233, -2.582)
H (4.507, 6.902, -4.181)
C (10.726, 1.914, 0.765)
O (11.005, 0.730, 0.736)
N (11.307, 2.811, 1.582)
C (10.940, 4.212, 1.579)
C (12.340, 2.349, 2.496)
H (9.957, 2.356, 0.108)
H (11.804, 4.831, 1.329)
H (10.569, 4.510, 2.562)
H (10.159, 4.386, 0.842)
H (13.165, 1.907, 1.938)
H (11.937, 1.586, 3.163)
H (12.706, 3.188, 3.082)
C (-7.791, -3.977, -3.613)
O (-7.012, -4.586, -2.598)
C (-7.853, -4.996, -1.506)
C (-8.136, -6.476, -1.525)
O (-8.924, -6.851, -2.652)
C (-8.162, -7.443, -3.685)
H (-7.166, -3.884, -4.501)
H (-8.667, -4.583, -3.859)
H (-8.119, -2.976, -3.305)
H (-8.788, -4.428, -1.528)
H (-7.329, -4.751, -0.585)
H (-8.709, -6.728, -0.628)
H (-7.199, -7.037, -1.502)
H (-7.856, -8.458, -3.407)
H (-7.272, -6.853, -3.920)
H (-8.795, -7.500, -4.571)
Cl (1.238, 2.417, 3.202)
Al (4.515, -2.456, 7.215)
Cl (-4.718, -5.053, -1.166)
F (-2.193, 5.304, -0.883)
K (3.143, 9.272, -4.514)

2S+1 ... 1
Relative energy (zero: lowest compared OMol25 entry of this formula, charge and spin) ... 0.000 eV
Electronic energy ... -193657.443 eV
Net charge ... +1
Frontier orbital gap ... 1.37 eV
HOMO energy ... -7.43 eV

=====

(2)
Here is a molecular structure, C3H7NP2 from the Open Molecules 2025 dataset. Energies are from the ωB97M-V functional and the def2-TZVPD basis.

Positions of all 13 atoms, in Å:
C (-0.336, -0.789, 1.240)
C (0.858, -1.425, 0.562)
C (-1.398, 0.960, -0.920)
N (0.987, -0.407, -0.493)
P (0.924, 2.831, 0.083)
P (0.013, 0.775, 0.241)
H (-0.367, -0.788, 2.322)
H (1.757, -1.524, 1.183)
H (0.613, -2.408, 0.140)
H (-1.895, 1.918, -0.789)
H (-2.107, 0.148, -0.794)
H (-0.957, 0.909, -1.915)
H (1.907, -0.199, -0.861)

2S+1 ... 1
Relative energy (zero: lowest compared OMol25 entry of this formula, charge and spin) ... 3.115 eV
Electronic energy ... -23287.559 eV
Frontier orbital gap (alpha / beta) ... 6.10 / 6.44 eV
HOMO energy (alpha / beta) ... -7.52 / -7.19 eV

=====

(3)
Here is a gas-phase ion, C4H7BrN (charge +1) from the Open Molecules 2025 dataset. Energies are from the ωB97M-V functional and the def2-TZVPD basis.

Positions of all 13 atoms, in Å:
Br (2.626, 0.262, 0.188)
C (1.409, -1.116, -0.425)
C (-0.266, -0.332, -0.191)
C (-0.596, 0.997, -0.825)
N (-0.386, 0.863, 0.617)
C (-1.195, -0.357, 0.896)
H (1.471, -1.087, -1.594)
H (1.421, -2.041, 0.023)
H (0.224, 1.474, -1.309)
H (-1.762, 1.109, -1.055)
H (0.376, 1.374, 1.278)
H (-2.315, -0.272, 0.650)
H (-1.007, -0.874, 1.748)

2S+1 ... 1
Relative energy (zero: lowest compared OMol25 entry of this formula, charge and spin) ... 2.886 eV
Electronic energy ... -75782.959 eV
Net charge ... +1
Frontier orbital gap ... 11.42 eV
HOMO energy ... -14.84 eV

=====

(4)
Here is C6H3NS4 in the gas phase from the Open Molecules 2025 dataset. Energies are from the ωB97M-V functional and the def2-TZVPD basis.

Positions of all 14 atoms, in Å:
S (-1.805, 2.309, -0.188)
C (-2.233, 0.639, -0.191)
S (-3.775, 0.016, -0.181)
S (-3.377, -2.010, 0.009)
N (-1.718, -1.680, 0.325)
C (-1.289, -0.491, -0.012)
C (0.218, -0.351, 0.025)
C (0.973, 0.805, 0.352)
C (2.337, 0.729, 0.129)
C (2.611, -0.623, -0.162)
S (1.222, -1.746, -0.345)
H (0.337, 1.798, 0.613)
H (3.002, 1.675, -0.053)
H (3.497, -1.071, -0.323)

2S+1 ... 1
Relative energy (zero: lowest compared OMol25 entry of this formula, charge and spin) ... 1.287 eV
Electronic energy ... -51099.223 eV
Frontier orbital gap ... 7.05 eV
HOMO energy ... -8.42 eV

=====

(5)
Here is a gas-phase ion, C8H14N (charge +1) from the Open Molecules 2025 dataset. Energies are from the ωB97M-V functional and the def2-TZVPD basis.

Positions of all 23 atoms, in Å:
C (1.076, -0.900, -1.387)
C (0.743, -0.248, -0.036)
C (1.545, -0.973, 1.076)
C (0.993, 1.261, -0.063)
C (-0.386, 1.526, 0.358)
C (-0.661, 0.053, 0.438)
N (-1.879, -0.318, -0.259)
C (-2.920, 0.690, -0.185)
C (-3.140, -0.365, 0.492)
H (1.068, -1.978, -1.398)
H (2.025, -0.484, -1.616)
H (0.304, -0.663, -2.154)
H (0.898, -1.661, 1.536)
H (2.063, -0.284, 1.671)
H (2.146, -1.619, 0.471)
H (1.297, 1.822, -1.088)
H (1.684, 1.658, 0.647)
H (-0.516, 1.894, 1.339)
H (-0.877, 2.002, -0.408)
H (-0.857, -0.269, 1.429)
H (-1.693, -0.895, -1.146)
H (-3.166, 1.588, -0.802)
H (-3.774, -0.834, 1.268)

2S+1 ... 1
Relative energy (zero: lowest compared OMol25 entry of this formula, charge and spin) ... 3.759 eV
Electronic energy ... -10001.320 eV
Net charge ... +1
Frontier orbital gap ... 10.65 eV
HOMO energy ... -14.39 eV

=====

(6)
Here is 2 unconnected molecules or ions with the total composition CH2Cl4Si from the Open Molecules 2025 dataset. Energies are from the ωB97M-V functional and the def2-TZVPD basis.

Positions of all 8 atoms, in Å:
C (-0.450, -0.282, 0.136)
Si (-2.278, 0.225, -0.029)
Cl (-0.202, -1.965, 0.570)
Cl (-3.224, -0.347, -1.669)
Cl (0.343, 2.912, -0.197)
Cl (-3.366, 0.432, 1.691)
H (0.179, 0.433, 0.723)
H (0.185, -0.024, -0.679)

2S+1 ... 1
Relative energy (zero: lowest compared OMol25 entry of this formula, charge and spin) ... 4.695 eV
Electronic energy ... -59036.863 eV
Frontier orbital gap (alpha / beta) ... 5.70 / 5.66 eV
HOMO energy (alpha / beta) ... -8.70 / -8.68 eV